1.
{
  "formula": "C5H8O2",
  "method": "the ωB97M-V functional and the def2-TZVPD basis",
  "elements": ["C", "C", "C", "C", "O", "C", "O", "H", "H", "H", "H", "H", "H", "H", "H"],
  "coordinates": [[-2.0676, 0.0983, 0.0716], [-0.9202, -0.8419, -0.3342], [0.3806, -0.1215, -0.7484], [1.0820, 0.3896, 0.4839], [0.5007, 0.6095, 1.5266], [2.6019, 0.5774, 0.5706], [3.4075, 0.1523, -0.2164], [-1.9465, 0.4724, 1.0915], [-3.0281, -0.4254, 0.0209], [-2.1347, 0.9679, -0.5933], [-1.2471, -1.4835, -1.1575], [-0.7037, -1.5024, 0.5143], [1.0810, -0.7221, -1.3468], [0.1248, 0.7308, -1.3958], [2.8696, 1.0985, 1.5128]],
  "forces_ev_per_angstrom": [[0.0, 0.0, 0.0], [0.0, -0.1, -0.1], [-0.1, 0.0, 0.1], [-0.3, 0.1, 0.4], [0.3, 0.0, -0.3], [0.3, -0.1, -0.3], [-0.5, 0.2, 0.3], [0.1, -0.1, -0.2], [0.2, 0.0, 0.0], [0.0, -0.1, 0.0], [0.1, 0.1, 0.0], [0.0, 0.0, -0.2], [-0.2, 0.0, 0.3], [0.1, 0.0, 0.2], [0.1, 0.0, -0.1]],
  "lowdin_charge": [-0.11, -0.24, -0.12, -0.34, 0.10, -0.17, 0.09, 0.06, 0.07, 0.07, 0.10, 0.11, 0.12, 0.13, 0.13],
  "max_force_ev_per_a": 0.599,
  "smiles": "CCCC(=O)C=O",
  "e_homo_ev": -9.830,
  "gap_ev": 9.42
}


2.
{
  "formula": "C10H29FNO6P2",
  "method": "the ωB97M-V functional and the def2-TZVPD basis",
  "elements": ["C", "C", "O", "C", "C", "P", "F", "C", "C", "O", "C", "N", "H", "H", "H", "H", "H", "H", "H", "H", "H", "H", "H", "H", "H", "H", "H", "H", "H", "H", "H", "H", "C", "O", "P", "O", "O", "C", "O", "C", "H", "H", "H", "H", "H", "H", "H", "H", "H"],
  "coordinates": [[3.2789, -3.3762, 3.1846], [2.1892, -3.0248, 2.1534], [2.7570, -2.5766, 0.9628], [1.9306, -1.6997, 0.2168], [2.6523, -0.4206, -0.2136], [3.4183, 0.4953, 1.2994], [4.1800, 1.2403, 2.6909], [2.3102, 2.0459, 1.1344], [0.8906, 1.9311, 1.6879], [0.0518, 1.0333, 0.9354], [0.8384, 1.6380, 3.2068], [-0.0931, 0.5549, 3.5163], [4.2456, -3.2987, 2.6918], [3.2217, -2.6897, 4.0265], [3.1488, -4.3851, 3.5784], [1.5442, -3.9099, 2.0233], [1.5548, -2.2642, 2.6183], [1.6175, -2.2114, -0.7098], [1.0043, -1.4416, 0.7352], [3.4210, -0.6529, -0.9574], [1.9067, 0.1922, -0.7264], [4.3702, 1.1369, 0.3822], [4.3645, -0.5858, 1.4667], [2.4625, -0.1980, 2.1557], [2.2119, 2.2702, 0.0642], [2.7566, 2.9428, 1.5735], [0.4270, 2.9219, 1.5672], [-0.3016, 1.5872, 0.2409], [1.8535, 1.4175, 3.5474], [0.5024, 2.5146, 3.7655], [0.1620, -0.2942, 3.0353], [-0.1747, 0.4055, 4.5098], [-6.1342, 0.8892, -4.6295], [-4.7017, 0.8944, -4.5212], [-4.0737, 0.7132, -3.0010], [-4.4315, 1.9887, -2.3362], [-2.5501, 0.6911, -3.5657], [-2.2075, 0.1586, -4.8470], [-3.7750, -0.3234, -1.7883], [-2.9202, 0.1584, -0.7384], [-6.3845, 0.9558, -5.6859], [-6.5549, -0.0317, -4.2263], [-6.5545, 1.7482, -4.1066], [-2.1635, 0.9656, -5.5783], [-2.9185, -0.5932, -5.1835], [-1.2230, -0.2984, -4.7670], [-3.4895, 0.7737, -0.0459], [-2.0804, 0.7221, -1.1365], [-2.5403, -0.7103, -0.2063]],
  "forces_ev_per_angstrom": [[-0.3, 0.0, -0.3], [-0.1, -0.4, 1.1], [-0.2, 0.1, 0.1], [-0.1, 0.4, -1.3], [0.0, -0.2, 0.6], [0.5, -0.1, -1.1], [-0.2, 0.0, 0.0], [-0.7, -0.2, 0.0], [-0.2, 1.1, 0.2], [0.2, -0.2, 0.2], [0.2, -0.7, 0.1], [-0.5, 0.4, -0.1], [0.1, 0.0, 0.1], [0.3, 0.1, 0.0], [0.1, -0.1, -0.1], [0.0, 0.0, -0.4], [0.0, 0.2, -0.3], [-0.1, -0.3, 0.2], [0.1, 0.0, 0.3], [0.2, -0.1, 0.2], [0.0, 0.1, 0.0], [0.1, 0.3, 0.2], [-0.1, -0.1, 0.1], [-0.1, 0.2, 0.3], [0.1, -0.1, -0.1], [0.2, -0.2, 0.2], [0.0, 0.0, 0.0], [-0.1, -0.1, -0.3], [0.1, 0.1, -0.1], [-0.1, 0.1, -0.2], [0.1, -0.1, 0.1], [0.2, -0.2, 0.0], [-0.2, 0.2, -0.1], [-1.0, -2.6, 1.3], [3.9, 4.5, 0.8], [-0.6, -0.6, -0.1], [-0.5, -0.3, -0.4], [0.2, 0.1, 0.1], [-1.9, -1.4, -1.9], [0.2, 0.2, 0.6], [0.1, 0.0, 0.0], [-0.1, 0.0, 0.0], [0.1, 0.0, 0.1], [-0.1, 0.0, 0.0], [0.0, 0.0, 0.0], [0.0, 0.0, 0.1], [0.0, 0.1, -0.1], [-0.1, 0.0, -0.1], [-0.1, -0.1, -0.2]],
  "lowdin_charge": [-0.07, -0.32, -0.18, -0.31, -0.33, 0.48, -0.45, -0.29, -0.42, -0.08, -0.25, -0.01, 0.07, 0.06, 0.05, 0.11, 0.08, 0.10, 0.09, 0.06, 0.05, -0.02, -0.02, 0.00, 0.06, 0.07, 0.12, 0.07, 0.08, 0.10, 0.04, 0.05, -0.11, -0.25, 0.53, -0.25, -0.24, -0.11, -0.26, -0.09, 0.08, 0.08, 0.08, 0.09, 0.08, 0.09, 0.09, 0.08, 0.10],
  "max_force_ev_per_a": 6.000,
  "e_homo_ev": -3.453,
  "charge": -1,
  "gap_ev": 4.87
}


3.
{
  "formula": "C42H52As2BrCdN5O8S2Sb",
  "method": "the ωB97M-V functional and the def2-TZVPD basis",
  "elements": ["Cd", "C", "N", "C", "C", "N", "C", "C", "C", "C", "C", "C", "N", "C", "N", "C", "C", "C", "C", "C", "C", "N", "H", "H", "H", "H", "H", "H", "H", "H", "H", "H", "H", "H", "H", "H", "H", "S", "C", "C", "C", "C", "C", "C", "S", "H", "H", "H", "H", "C", "C", "Sb", "C", "C", "C", "C", "H", "H", "H", "H", "H", "H", "H", "H", "H", "H", "H", "H", "H", "H", "H", "C", "O", "C", "O", "C", "C", "As", "C", "C", "C", "As", "C", "C", "O", "O", "C", "C", "O", "O", "C", "C", "O", "O", "C", "H", "H", "H", "H", "H", "H", "H", "H", "H", "H", "H", "H", "H", "H", "H", "H", "H", "H", "Br"],
  "coordinates": [[0.3626, 0.6862, -0.9362], [-1.8114, 0.9125, -4.1236], [-1.0601, 1.8840, -3.3655], [-0.4209, 2.9831, -4.0505], [0.9660, 3.1856, -3.5150], [1.2681, 3.2602, -2.2530], [2.6313, 3.4347, -2.1902], [3.4823, 3.5590, -1.0974], [4.8311, 3.6949, -1.3521], [5.3323, 3.7307, -2.6542], [4.5012, 3.6328, -3.7519], [3.1490, 3.4772, -3.5028], [2.0572, 3.3319, -4.3265], [-1.1856, -0.4441, -3.9938], [-0.3298, -0.7800, -3.0746], [-0.0015, -2.0932, -3.3084], [0.9087, -2.9202, -2.6600], [1.0040, -4.2250, -3.0933], [0.2404, -4.6945, -4.1616], [-0.6196, -3.8692, -4.8616], [-0.7360, -2.5628, -4.4190], [-1.4672, -1.4768, -4.8465], [-1.8632, 1.1783, -5.1906], [-2.8404, 0.8433, -3.7459], [-1.5644, 2.1991, -2.5471], [-0.9802, 3.9266, -3.9178], [-0.3502, 2.7735, -5.1238], [3.0890, 3.5205, -0.0936], [5.5272, 3.7716, -0.5290], [6.3976, 3.8329, -2.8078], [4.8932, 3.6599, -4.7569], [2.0768, 3.2426, -5.3280], [1.5377, -2.5176, -1.8811], [1.6831, -4.9057, -2.6026], [0.3397, -5.7265, -4.4619], [-1.1780, -4.2333, -5.7111], [-2.1300, -1.4588, -5.6047], [1.3660, 1.5987, 1.1108], [2.9513, 0.8867, 0.9849], [3.7287, 0.9467, 2.1429], [5.0086, 0.4380, 2.1939], [5.5659, -0.1296, 1.0564], [4.8166, -0.1989, -0.0994], [3.5075, 0.2846, -0.1696], [2.6997, 0.0808, -1.6985], [3.2917, 1.3999, 3.0225], [5.5752, 0.4894, 3.1138], [6.5753, -0.5235, 1.0772], [5.2341, -0.6431, -0.9951], [-0.7129, 7.1955, 0.1040], [0.0558, 5.8898, 0.1158], [-1.0478, 3.9892, -0.1886], [-1.6750, 3.6001, 1.8816], [-1.6328, 4.7746, 2.8398], [-2.9865, 4.8318, -0.8934], [-3.8829, 5.5327, 0.1038], [-0.0209, 8.0414, 0.1222], [-1.3648, 7.2797, 0.9699], [-1.3209, 7.2808, -0.7944], [0.6049, 5.7810, 1.0497], [0.7911, 5.8957, -0.6906], [-1.0131, 2.8074, 2.2263], [-2.6780, 3.1807, 1.8125], [-0.6154, 5.1451, 2.9525], [-1.9870, 4.4652, 3.8248], [-2.2636, 5.5921, 2.4956], [-3.5108, 3.9688, -1.3058], [-2.7444, 5.5015, -1.7209], [-4.1110, 4.8751, 0.9374], [-4.8275, 5.8173, -0.3657], [-3.4114, 6.4341, 0.4842], [3.7769, -3.2711, 0.8968], [2.4973, -3.7712, 0.5373], [1.4568, -2.9580, 0.7679], [1.5664, -1.8521, 1.2593], [0.1835, -3.4872, 0.2761], [-0.2306, -4.7020, 0.6966], [0.5355, -4.9757, 2.4695], [-0.3275, -6.6887, 3.0373], [-0.7332, -3.5087, 3.0133], [-1.2894, -2.5314, 2.2681], [-0.9931, -1.9312, 0.3693], [-2.5964, -2.6765, -0.5193], [-2.0862, -1.4401, 2.8526], [-1.6940, -0.3094, 2.9733], [-3.3463, -1.8332, 3.1230], [-4.2062, -0.8148, 3.6144], [-0.7944, -3.5914, 4.4627], [-0.0995, -4.3942, 5.0760], [-1.6495, -2.7696, 5.0904], [-1.6768, -2.9000, 6.4996], [-1.2626, -5.5459, 0.1003], [-1.0542, -6.0775, -0.9706], [-2.3977, -5.9522, 0.7471], [-3.0247, -5.2577, 1.8062], [4.3223, -4.0823, 1.3762], [3.6737, -2.4275, 1.5818], [4.2925, -2.9346, -0.0044], [0.4636, -7.4411, 2.9893], [-1.1360, -7.0236, 2.3927], [-0.6660, -6.6278, 4.0688], [-2.5593, -3.7586, -0.5979], [-2.6094, -2.2593, -1.5286], [-3.5066, -2.3474, -0.0160], [-5.0094, -1.3214, 4.1450], [-4.6011, -0.2278, 2.7822], [-3.6552, -0.1539, 4.2861], [-2.2161, -2.0372, 6.8820], [-0.6599, -2.9354, 6.8966], [-2.1882, -3.8253, 6.7779], [-3.9541, -5.7979, 1.9904], [-3.2619, -4.2269, 1.5321], [-2.4312, -5.2517, 2.7234], [-2.5576, 0.5971, -0.5858]],
  "forces_ev_per_angstrom": [[-0.1, 0.1, -0.4], [-0.1, 0.0, 0.1], [-0.3, 0.1, 0.1], [0.2, 0.1, 0.0], [0.1, 0.2, 0.1], [-0.4, -0.1, -0.1], [0.4, 0.1, -0.7], [-0.1, 0.0, 0.0], [0.0, 0.1, 0.1], [0.1, 0.0, -0.1], [0.0, 0.0, -0.2], [0.2, 0.1, 0.7], [-0.1, -0.1, -0.3], [0.1, 0.0, 0.1], [0.0, 0.7, 0.2], [-0.2, -0.5, -0.6], [0.0, 0.1, 0.0], [0.1, 0.0, 0.0], [0.0, 0.0, -0.2], [-0.1, -0.1, -0.1], [0.5, -0.2, 0.5], [-0.2, 0.1, -0.1], [0.0, 0.0, 0.1], [0.1, 0.0, 0.0], [-0.1, -0.1, 0.1], [0.1, -0.2, -0.2], [-0.1, 0.0, 0.1], [-0.1, -0.1, 0.1], [0.0, 0.0, 0.1], [0.1, 0.0, 0.0], [0.1, 0.0, -0.1], [0.0, 0.0, 0.1], [0.1, 0.0, 0.1], [0.0, 0.0, 0.1], [0.0, -0.1, 0.0], [-0.1, -0.1, -0.1], [0.1, 0.0, 0.1], [-0.5, 0.3, 0.2], [0.3, -0.1, -0.2], [0.0, -0.1, 0.0], [0.2, 0.0, 0.1], [0.2, -0.1, 0.1], [0.1, 0.0, 0.0], [0.1, 0.1, 0.3], [-0.6, -0.2, -0.4], [0.0, 0.0, 0.1], [0.0, 0.0, 0.1], [0.0, 0.0, 0.0], [0.0, 0.0, 0.0], [0.0, 0.0, 0.0], [-0.1, -0.5, -0.1], [-0.7, 0.3, 0.4], [0.2, 0.1, -0.5], [0.0, -0.1, 0.0], [0.5, -0.1, 0.1], [0.0, 0.0, -0.1], [0.0, 0.1, 0.0], [-0.1, 0.1, 0.1], [-0.1, 0.1, -0.1], [0.1, -0.1, 0.0], [0.1, -0.1, 0.0], [0.0, -0.1, 0.0], [0.0, -0.1, -0.1], [0.1, 0.1, 0.1], [0.0, 0.1, 0.1], [0.0, 0.1, 0.0], [0.1, -0.1, -0.1], [0.0, 0.0, -0.1], [-0.1, 0.0, 0.2], [-0.1, 0.1, 0.1], [0.0, 0.1, 0.2], [0.4, 0.4, 0.2], [-0.3, -0.2, -0.4], [1.2, 0.8, 0.4], [-0.1, -0.5, -0.1], [-0.5, -1.0, 0.1], [0.9, 0.4, -0.1], [-0.2, -0.5, 0.0], [0.1, 0.1, -0.1], [-0.2, 0.4, -0.9], [0.4, -0.4, 0.5], [-0.3, -0.5, -0.9], [0.1, -0.1, 0.0], [-0.4, 0.9, 0.6], [-0.1, -0.3, 0.1], [0.0, -0.4, -0.3], [-0.1, 0.3, 0.1], [0.1, -0.4, 1.4], [-0.5, 0.5, -0.3], [0.3, -0.1, -0.5], [0.1, -0.1, 0.5], [-0.9, -1.0, -0.8], [0.1, 0.5, 0.7], [0.4, -0.1, -0.4], [-0.2, 0.3, 0.3], [0.0, -0.1, -0.1], [0.1, -0.1, -0.1], [0.0, 0.0, 0.1], [0.0, 0.1, 0.0], [0.0, 0.1, 0.0], [0.0, 0.1, 0.0], [-0.1, 0.0, 0.0], [0.1, 0.1, 0.2], [0.1, 0.0, 0.0], [0.0, 0.0, -0.1], [0.0, 0.0, 0.1], [-0.1, 0.0, 0.0], [0.0, 0.0, 0.0], [-0.2, 0.1, 0.0], [0.0, 0.1, 0.0], [0.1, 0.0, 0.0], [0.1, -0.1, 0.1], [-0.1, 0.0, -0.2], [-0.1, 0.6, -0.2]],
  "lowdin_charge": [1.01, -0.17, -0.09, -0.15, -0.33, 0.08, -0.27, -0.03, -0.09, -0.11, -0.04, -0.21, 0.16, -0.32, 0.10, -0.24, -0.04, -0.08, -0.10, -0.03, -0.20, 0.16, 0.12, 0.10, -0.03, 0.12, 0.11, 0.08, 0.10, 0.09, 0.10, 0.15, 0.05, 0.11, 0.10, 0.10, 0.16, 0.42, -0.76, -0.16, -0.13, -0.14, -0.19, -0.76, 0.48, 0.08, 0.09, 0.09, 0.08, -0.21, -0.43, 1.30, -0.45, -0.20, -0.45, -0.21, 0.06, 0.04, 0.05, 0.03, 0.02, 0.00, 0.03, 0.06, 0.06, 0.04, 0.02, 0.02, 0.05, 0.06, 0.04, -0.03, -0.09, -0.67, 0.02, -0.35, -0.30, 1.40, -0.27, -0.25, -0.21, 1.22, -0.31, -0.59, 0.11, -0.05, -0.04, -0.51, 0.03, -0.03, -0.04, -0.52, 0.12, -0.06, -0.06, 0.09, 0.09, 0.09, 0.02, 0.01, 0.02, 0.01, -0.01, 0.02, 0.09, 0.10, 0.09, 0.10, 0.10, 0.10, 0.10, 0.07, 0.06, -0.15],
  "max_force_ev_per_a": 1.625,
  "e_homo_ev": -3.754,
  "charge": -1,
  "gap_ev": 5.63
}


4.
{
  "formula": "C15H42FNO7Pd",
  "method": "the ωB97M-V functional and the def2-TZVPD basis",
  "elements": ["Pd", "C", "C", "C", "C", "C", "C", "N", "O", "C", "C", "C", "H", "H", "H", "H", "H", "H", "H", "H", "H", "H", "H", "H", "H", "H", "H", "H", "H", "H", "F", "C", "O", "H", "H", "H", "H", "C", "O", "H", "H", "H", "H", "C", "O", "H", "H", "H", "H", "C", "O", "H", "H", "H", "H", "C", "O", "H", "H", "H", "H", "C", "O", "H", "H", "H", "H"],
  "coordinates": [[-0.0838, -0.4119, -1.8482], [-3.4424, 0.4137, -0.1797], [-2.8230, 1.6383, 0.4562], [-3.1859, 1.6557, 1.9496], [-2.3439, 2.6579, 2.7252], [-0.8680, 2.3124, 2.5763], [-0.3939, 2.3077, 1.1114], [-1.3686, 1.5925, 0.2652], [-1.0185, 1.5307, -0.9271], [0.9307, 1.5386, 1.0831], [-0.1633, 3.7381, 0.6615], [-3.4121, 2.8757, -0.2241], [-4.4704, 0.2928, 0.1598], [-2.8849, -0.4642, 0.1548], [-3.4016, 0.4556, -1.2669], [-3.0003, 0.6649, 2.3837], [-4.2540, 1.8549, 2.0294], [-2.6500, 2.6924, 3.7711], [-2.5492, 3.6492, 2.3064], [-0.6664, 1.3286, 3.0097], [-0.3080, 3.0378, 3.1692], [0.7051, 0.5011, 1.3460], [1.5621, 1.9323, 1.8785], [1.4211, 1.5323, 0.1148], [0.5992, 4.1950, 1.2944], [-1.0447, 4.3738, 0.7206], [0.2292, 3.7559, -0.3574], [-3.0068, 3.8120, 0.1589], [-4.4850, 2.9391, -0.0336], [-3.2310, 2.8353, -1.2972], [1.2444, -1.5154, -0.4281], [-1.4092, -3.3753, -1.4822], [-1.7334, -2.0008, -1.7440], [-1.7968, -4.0231, -2.2696], [-0.3331, -3.5044, -1.3966], [-1.8076, -3.6898, -0.5119], [-2.6653, -1.9682, -1.9731], [3.7184, -0.6921, 2.1035], [3.5827, -0.5150, 0.6942], [4.5835, -0.1190, 2.4355], [2.8487, -0.2867, 2.6313], [3.8383, -1.7474, 2.3582], [2.6910, -0.8277, 0.4602], [-0.8585, -1.7289, 2.0101], [0.4703, -2.2029, 1.9852], [-1.2675, -1.8240, 0.9999], [-1.4825, -2.3225, 2.6801], [-0.9254, -0.6752, 2.3041], [0.8207, -1.9601, 1.0999], [1.5876, 2.1366, -2.8756], [1.7953, 0.8474, -2.2848], [0.5411, 2.4137, -2.7441], [2.1319, 2.8754, -2.2797], [1.8087, 2.1326, -3.9403], [2.7181, 0.6179, -2.4249], [3.4396, -4.0996, -0.0321], [2.1304, -4.1702, -0.5686], [3.7464, -5.1156, 0.2109], [4.1724, -3.6614, -0.7192], [3.4337, -3.4923, 0.8777], [1.7619, -3.2711, -0.5412], [2.1589, -2.2070, -3.5481], [0.7837, -1.8218, -3.5557], [2.7086, -1.6064, -2.8339], [2.2523, -3.2435, -3.2042], [2.5874, -2.1509, -4.5520], [0.3318, -2.4434, -4.1325]],
  "forces_ev_per_angstrom": [[-0.2, 0.2, 0.1], [0.3, -0.7, 0.1], [-1.0, 0.3, 0.7], [0.6, -0.3, 0.2], [-0.4, 0.1, -0.4], [-0.5, 0.0, 0.2], [0.5, 0.1, 1.5], [-0.3, 0.8, 1.5], [0.7, -0.5, -2.5], [-0.6, -0.4, 0.2], [0.2, 0.4, -0.5], [0.0, 0.5, 0.0], [-0.1, 0.1, -0.1], [-0.1, -0.1, -0.1], [0.0, 0.0, 0.0], [-0.1, 0.0, -0.1], [0.0, 0.0, 0.0], [0.1, -0.1, 0.0], [0.2, 0.1, 0.2], [-0.1, 0.0, 0.0], [0.3, -0.1, -0.2], [0.2, 0.0, -0.1], [0.2, 0.1, -0.2], [0.1, 0.2, 0.0], [0.0, -0.1, 0.1], [-0.1, -0.1, 0.0], [-0.2, 0.0, 0.0], [0.2, -0.1, 0.0], [0.0, -0.3, -0.1], [0.0, 0.0, 0.0], [0.4, -0.5, 0.4], [0.1, -0.3, 0.5], [0.0, -0.5, 0.0], [0.0, 0.0, 0.0], [0.0, 0.3, -0.3], [-0.2, 0.1, -0.1], [0.0, 0.3, 0.0], [-0.2, 0.4, -0.4], [0.0, 0.0, 0.5], [0.1, -0.1, -0.1], [0.0, -0.2, 0.0], [0.0, 0.0, 0.1], [0.0, -0.1, -0.4], [0.2, -0.2, -0.5], [-0.2, 0.1, 0.4], [-0.3, 0.2, 0.0], [0.2, -0.1, 0.1], [0.0, 0.0, 0.1], [0.0, 0.0, 0.0], [-0.4, 0.2, 0.7], [-0.2, 0.6, -0.4], [-0.1, -0.4, 0.0], [0.3, 0.1, -0.5], [0.3, 0.1, 0.0], [0.0, -0.3, 0.3], [-0.3, 0.1, 0.2], [0.1, 0.0, -0.3], [0.1, 0.0, 0.0], [-0.1, 0.0, -0.1], [0.2, -0.1, 0.0], [0.0, 0.3, 0.0], [0.0, -0.9, 0.0], [0.3, -0.1, -0.4], [-0.1, 0.2, 0.0], [0.0, 0.1, 0.0], [0.1, 0.3, 0.1], [-0.2, 0.1, 0.1]],
  "lowdin_charge": [0.77, -0.03, -0.50, -0.13, -0.17, -0.13, -0.48, -0.11, -0.10, -0.01, -0.01, -0.02, 0.10, 0.07, 0.08, 0.12, 0.12, 0.12, 0.10, 0.11, 0.12, 0.07, 0.10, 0.07, 0.10, 0.07, 0.08, 0.07, 0.09, 0.09, -0.48, -0.11, -0.21, 0.09, 0.07, 0.09, 0.09, -0.16, -0.15, 0.07, 0.07, 0.06, 0.01, -0.17, -0.14, 0.05, 0.08, 0.04, 0.00, -0.12, -0.20, 0.06, 0.09, 0.08, 0.09, -0.16, -0.15, 0.07, 0.08, 0.06, 0.01, -0.13, -0.18, 0.07, 0.08, 0.08, 0.09],
  "max_force_ev_per_a": 2.656,
  "s2": 2.01,
  "spin_multiplicity": 3,
  "e_homo_ev": [-7.728, -7.477],
  "gap_ev": [8.04, 7.47]
}


Question: What is the formula in the first record?
Answer: C5H8O2